Formula: C37H71BINO8P
Source: the Open Molecules 2025 dataset
Level of theory: wB97M-V/def2-TZVPD

```
! RIJCOSX wB97M-V def2-TZVPD def2/J DEFGRID3
* xyz 1 1
I 0.9686 -3.0509 -4.9688
P -5.0733 2.8483 -1.7585
O 4.5882 -6.7814 -1.4642
O -1.8140 1.2976 -4.6070
O 6.0638 -4.9667 -1.8883
O -5.4571 4.3424 -1.8967
O -4.7184 2.6043 -0.1017
O -2.7833 1.4136 -2.5135
O -6.3657 1.9055 -2.3369
O -1.3173 3.1881 -0.6790
N 2.6243 0.2281 -1.6689
C 2.0407 1.5305 -1.3555
C 5.8833 -2.3652 2.0632
C -11.8139 0.0490 -0.4910
C -11.3907 0.4247 0.9225
C 5.5171 -3.1334 -3.5228
C 0.5909 1.3535 2.6164
C 5.7534 0.3235 3.6594
C -0.2836 -1.5269 -4.0435
C -7.8682 0.2892 2.2530
C 6.0198 -6.2060 0.4309
C 5.4897 -5.9780 -1.0826
C 5.8386 1.3679 2.5543
C 2.8130 2.6080 -0.4764
C 1.9086 -0.7277 -2.5153
C 0.2318 4.7583 -2.1107
C -0.6597 2.5743 4.6841
C 3.9555 -0.2362 -1.1720
C 6.9415 -0.6406 3.6708
C 2.1761 2.7767 1.0193
C -9.0681 1.3529 0.2715
C 0.5191 -0.4810 -3.1282
C -10.4102 1.5974 0.9677
C 0.6020 1.8902 -1.8950
C 0.3556 2.7058 3.4483
C 1.9970 1.3849 1.7969
C 5.2696 -4.6797 -3.0674
C -3.4836 2.6543 -2.8109
C 5.5558 -3.4017 3.1309
C 5.3860 -2.2744 -2.1365
C -2.0108 1.7536 4.3719
C -0.1820 0.8672 -2.8072
C -8.2741 0.1530 0.7918
C 7.0941 -1.4986 2.4114
C -1.4165 -2.1933 -3.0618
C -2.8654 -2.1824 -3.7822
C 4.9412 -0.7488 -2.3722
C -1.6559 1.2199 -3.3528
B -0.1751 3.2881 -1.5712
H 4.6476 -2.8811 -1.4884
H -2.0556 0.8829 5.1267
H -8.8411 -0.7727 0.6518
H 2.9623 3.4003 1.5951
H 5.1671 -6.6083 1.0978
H -6.0327 1.0012 -2.5865
H 5.5853 -5.4125 -3.8996
H -0.5663 5.5586 -1.8934
H -2.9034 2.4496 4.5927
H -12.5369 -0.7706 -0.4633
H -3.1005 -3.2567 -4.0868
H 5.2906 -2.9343 4.0817
H 4.4921 -0.5490 -3.4120
H 2.0099 0.4538 1.1353
H 2.4185 -1.7288 -2.7609
H 6.0903 -2.8886 1.1224
H -12.2850 0.6980 1.4925
H 1.3465 3.1360 3.8266
H -12.2848 0.8974 -0.9942
H -0.3118 1.1354 1.9270
H 2.8137 1.2355 2.5954
H 6.4207 -5.2507 0.9062
H -10.9647 -0.2821 -1.0934
H -8.4555 2.2562 0.3766
H 7.9687 -2.1470 2.5391
H 1.2392 3.4240 0.9597
H -0.7859 -0.9523 -4.9110
H -7.3651 0.0498 0.1862
H -0.1250 2.1864 5.6288
H 7.3238 -0.8544 1.5571
H 6.8581 -1.2905 4.5480
H 4.7044 -4.0111 2.8147
H 6.8144 -7.0434 0.3993
H 6.5719 -3.0580 -3.9498
H 3.9464 2.4836 -0.4412
H -10.8831 2.4726 0.5073
H 4.8114 -0.2283 3.5733
H 1.1723 5.0757 -1.5211
H 5.9157 -0.1236 -2.3428
H -3.6212 -1.8098 -2.9898
H -0.0790 3.4810 2.7090
H 6.7524 1.9609 2.6482
H 5.7176 0.8405 4.6242
H 7.8640 -0.0656 3.8101
H -1.2133 2.3994 -0.0952
H -2.8727 3.6042 -2.5877
H -5.2608 1.8206 0.1624
H 4.1293 -4.7523 -2.8885
H 6.4275 -2.3403 -1.6433
H 4.4763 0.4808 -0.4584
H 6.4054 -4.0687 3.2985
H -3.7912 2.7510 -3.9227
H 5.8260 0.9084 1.5618
H 4.9856 2.0504 2.6135
H -9.2324 1.2254 -0.8037
H -0.9881 3.6523 4.9479
H 0.6374 0.4483 3.3360
H 2.6315 3.6340 -0.9822
H -10.2347 1.8696 2.0127
H 3.7412 -1.1927 -0.5536
H -2.0969 1.3939 3.2887
H -10.9655 -0.4511 1.4238
H -8.7386 0.3447 2.9106
H -7.2754 -0.5762 2.5623
H -7.2617 1.1868 2.4071
H 5.0038 -1.7387 1.8771
H 4.7320 -2.8361 -4.3003
H -2.8579 -1.4813 -4.6899
H 0.4882 4.7334 -3.2228
H -1.0240 -3.2518 -2.8399
H -1.4164 -1.6519 -2.0388
*
```

Properties
HOMO energy   -12.295 eV

=====

Formula: C22H63NO8
Source: the Open Molecules 2025 dataset
Level of theory: wB97M-V/def2-TZVPD

```
! RIJCOSX wB97M-V def2-TZVPD def2/J DEFGRID3
* xyz 0 1
O 2.6855 1.5231 1.8467
O -0.3646 -1.5201 -0.8674
O -1.4161 0.6477 2.6862
O 5.2515 -1.6554 2.6550
O -0.3798 3.0821 -0.8519
O 0.6021 -0.6599 -3.4178
O -2.3376 -1.4744 1.2251
O -2.7440 -1.0996 -2.4610
N 0.2759 0.7366 0.5083
C 3.7337 2.4047 1.4198
C -1.5772 4.9200 -1.8836
C 3.1198 -1.7587 1.5598
C -3.6830 0.1624 -4.2154
C 3.2068 3.1975 0.2357
C 4.4674 -2.4253 1.7418
C 5.0184 1.6398 1.1363
C 0.5014 -0.7098 -5.7682
C -0.9765 0.6461 4.0461
C -3.9535 -2.4481 2.6320
C -4.1400 -2.7093 0.1598
C 4.2779 -3.8637 2.2186
C -0.1867 1.9122 4.3140
C -1.4402 4.5592 0.6445
C -1.5196 3.9222 -0.7406
C -0.2722 -0.6694 4.3976
C 1.3919 -2.6599 -4.4861
C 0.3534 -1.5307 -4.4978
C -2.8649 0.2240 -2.9185
C 0.1147 -2.8196 -0.6843
C -3.5568 1.0573 -1.8481
C -3.1895 -2.6378 1.3255
H -4.5295 -1.7143 -0.0579
H -0.5408 -3.6317 -1.0208
H 0.7721 1.8716 3.7904
H -4.6688 -1.6294 2.4981
H 3.7824 -4.4492 1.4440
H -4.6323 -0.3158 -3.9469
H -1.7495 4.3656 -2.8067
H -1.8665 0.7558 4.6824
H -0.7451 2.7527 3.9022
H -0.0447 2.0544 5.3833
H 1.2567 0.8101 0.7921
H -4.5430 -3.3561 2.7850
H -2.4321 3.3135 -0.7559
H -2.3330 5.6796 -1.6855
H 0.4195 -2.9118 0.3730
H 2.5909 -1.6084 2.5035
H -4.6031 0.7366 -1.7939
H -3.6519 -3.0374 -0.7594
H 2.7415 2.5452 -0.5063
H 2.4381 -2.3399 0.9371
H 1.3906 -3.1523 -3.5096
H -1.7283 -1.6437 0.4625
H -4.9622 -3.3908 0.3865
H -3.3558 -2.1967 3.5063
H -3.1154 0.8619 -0.8696
H 3.0196 1.1289 2.6636
H -0.2148 0.1171 -5.7624
H 1.4642 -0.1977 -5.8503
H 3.6734 -3.9240 3.1271
H -0.6221 -2.0175 -4.3821
H -3.6173 2.1250 -2.0769
H -2.0876 -1.1589 -1.7410
H -0.3759 -0.8680 5.4654
H -1.8722 0.6468 -3.1291
H 5.2251 -4.3471 2.4761
H -0.6021 -1.5350 3.8258
H 3.2030 -0.8027 1.0441
H -3.2730 -0.5418 -4.9387
H -3.9039 1.1384 -4.6423
H 2.3797 -2.2104 -4.6129
H 6.0370 -2.1800 2.8434
H -0.3371 0.6692 1.3551
H 1.0904 -3.0323 -1.1635
H -0.4822 5.0728 0.7653
H 3.9644 3.8384 -0.2100
H 0.4032 -1.2866 -6.6885
H 0.3966 -1.1076 -2.5715
H -2.5542 -3.5211 1.4593
H -0.0497 1.5662 -0.0338
H -2.2518 5.2508 0.8679
H 5.4216 1.2132 2.0556
H -0.2632 2.7845 -1.7664
H 4.9227 0.9209 0.3246
H -1.4608 3.8082 1.4383
H 3.9342 3.1153 2.2328
H -2.0417 -0.0919 2.5706
H 2.3945 3.8470 0.5732
H -0.0122 -0.1261 -0.0192
H 0.8006 -0.5646 4.2012
H 1.2341 -3.4484 -5.2239
H 5.7784 2.3626 0.8199
H -0.6361 5.4728 -1.9440
H 5.0274 -2.4786 0.8010
*
```

Properties
HOMO energy   -8.081 eV
ΔE to the lowest compared entry with this formula, charge and spin   0.778 eV

=====

Formula: C23H44Cl2CsF3N2O4
Source: the Open Molecules 2025 dataset
Level of theory: wB97M-V/def2-TZVPD

```
! RIJCOSX wB97M-V def2-TZVPD def2/J DEFGRID3
* xyz 1 2
Cs 0.4027 6.3583 1.3095
Cl 3.3869 10.4825 0.8507
Cl 2.8372 11.2821 3.5998
F 0.7707 -5.6548 -1.5082
F 1.3455 -7.8683 -2.2202
F -0.2988 -6.6722 -3.4789
O -0.7695 1.9510 1.5782
O 2.5488 -8.9942 -5.7129
O 2.0603 -4.6938 -4.3060
O -1.9569 -3.9873 -1.5242
N -2.1631 -2.6754 -1.7280
N -0.2746 1.8069 2.8883
C -1.1768 -2.5268 0.6031
C 1.7699 2.2247 4.2473
C -2.7067 1.3388 3.4813
C -0.4781 4.4910 4.1370
C 2.6860 -3.6078 -3.5358
C -1.3988 2.1184 3.8338
C 1.9500 2.4764 1.8209
C -3.5393 -1.3613 -3.5893
C -1.8856 -0.2849 -0.5891
C 2.2420 -6.0095 -3.6584
C 3.7479 11.6484 2.1295
C -1.2631 -1.7929 -0.8986
C 0.4194 -2.3453 -2.9438
C -1.7182 3.6361 3.8997
C 0.3071 -1.7282 -1.4244
C -2.4504 -3.7240 -4.0225
C 0.9876 -6.4870 -2.7155
C -2.2115 -2.2952 -3.1859
C -0.8377 -1.6468 -3.7969
C 0.6048 4.1833 3.1064
C 0.9505 2.6691 3.0071
C -1.0599 1.6063 5.2603
C 1.8802 -2.1530 -3.6617
H -0.3229 -3.3521 0.5251
H -1.4905 -4.3908 -4.0725
H -1.0208 0.5305 -0.5521
H -2.1960 -3.0469 0.8988
H -0.7505 5.5507 4.0730
H -2.4489 3.8352 4.6932
H -2.3355 -0.2944 0.5170
H -0.8505 -1.7294 1.4053
H -1.9304 1.6893 5.9249
H -3.7370 -1.4984 -4.7548
H 3.2341 -6.0158 -2.9955
H -0.7674 0.5489 5.2404
H 2.5629 -1.3765 -3.0649
H -2.7728 0.0147 -1.2897
H 2.8695 3.0530 1.9873
H 0.2538 -3.5218 -2.8304
H 2.3118 -6.8037 -4.5469
H 3.8006 -3.5080 -3.9430
H 2.2366 1.4227 1.7149
H -3.1507 1.6593 2.5321
H 1.7844 -8.8394 -5.1885
H 1.0791 -2.1989 -0.6819
H 1.8456 -1.8224 -4.7844
H 0.2673 4.5553 2.1280
H -2.5207 0.2613 3.4290
H -0.2720 2.1672 5.7586
H -3.4764 1.5025 4.2476
H 3.4787 12.6497 1.7845
H 1.5924 1.1699 4.4954
H -3.4214 -4.2863 -3.6684
H -2.6693 -3.3758 -5.1428
H 1.5666 2.8290 5.1369
H 1.5478 2.8214 0.8623
H -3.2763 -0.2103 -3.4414
H 1.5062 4.7583 3.3550
H -2.1956 3.9594 2.9628
H 0.6024 -0.5762 -1.5161
H -4.5031 -1.6704 -2.9580
H 2.8545 2.3077 4.0848
H -0.7201 -2.0832 -4.9017
H 2.8014 -3.9231 -2.3917
H 4.8165 11.6105 2.3542
H -0.0998 4.3381 5.1513
H -0.7922 -0.4753 -3.7905
*
```

Properties
⟨S²⟩   0.75
HOMO energy (alpha / beta)   -7.558 / -7.535 eV

=====

Formula: C73H71F3LiN13O10
Source: the Open Molecules 2025 dataset
Level of theory: wB97M-V/def2-TZVPD

```
! RIJCOSX wB97M-V def2-TZVPD def2/J DEFGRID3
* xyz -1 2
F -1.7800 1.0576 -2.3704
F -0.4604 -0.1710 -3.4379
F -0.0087 1.8631 -3.4171
O -0.7103 2.8842 3.1743
O 3.6533 -2.3971 -8.9618
O 3.6793 -1.9786 4.2352
O -1.0254 -6.4109 -5.6880
O -0.3627 -0.0488 -0.3224
O 1.7500 0.2961 -1.3211
O -1.7878 -4.4141 -5.2962
O -0.5859 4.5883 4.5336
O 4.1872 -3.7616 -7.3629
O 3.0232 -1.2810 6.1651
N -0.9762 -5.3085 -5.1046
N -1.6227 5.7860 -3.2718
N 3.8942 4.3073 -0.2020
N 4.6203 3.9411 -3.1091
N -5.0485 3.0137 1.9690
N -4.2498 1.3800 -6.6538
N 3.6893 -2.7414 -7.8217
N -2.1598 -4.7353 -0.6889
N 3.2881 -1.0748 4.9844
N -0.6630 3.3767 4.3317
N 3.2763 -2.0200 0.3123
N 2.0280 -4.9752 4.9731
N -3.9178 -3.0014 5.1112
C 2.6911 0.1356 -4.7689
C 0.5458 -3.8328 -3.7662
C -1.9211 -3.4038 -0.6263
C 1.1881 -4.0903 4.5326
C -0.7141 2.5095 5.5417
C 1.6024 -3.7821 0.8382
C -0.7471 1.0889 5.2850
C -0.5387 0.7199 7.7232
C 3.3858 3.0128 3.7079
C 2.6413 3.7743 -0.2565
C 0.4071 0.7254 -1.2948
C 2.5506 -4.4880 1.5202
C -3.3008 -0.3606 -5.1989
C 4.1233 -2.7468 1.0158
C -4.3260 -2.8785 -0.4734
C 4.2967 5.6009 -4.9060
C 0.8906 -6.2221 -3.7833
C 3.3895 -1.0045 -4.4486
C -1.7735 7.0024 -2.6191
C 3.2877 1.3195 5.4565
C -3.8017 2.5886 1.6873
C 2.4262 -4.7812 -2.5791
C 0.1854 -5.0937 -4.2175
C -4.1553 -1.2947 -5.8283
C 1.5708 -5.8373 5.9270
C -4.5665 1.0449 -0.0347
C -0.6554 3.0148 6.8453
C -0.6229 0.2372 6.4090
C 3.4170 3.4103 -3.5622
C 2.3796 0.4232 -6.1216
C 1.9945 -6.0639 -2.9527
C 0.3075 -5.7908 6.4281
C -1.9721 5.8878 -0.5095
C -1.6382 4.6767 -2.5703
C 3.0534 5.0727 -5.3061
C -5.8692 1.5453 0.2245
C 1.9785 -2.5544 0.2639
C 3.1380 0.6067 3.1457
C 1.7673 5.3011 1.4115
C 3.6525 -1.9722 -5.4076
C 3.8389 -3.9156 1.6566
C 4.0454 5.4119 0.5328
C -0.5373 -4.7483 6.0214
C -4.0548 -2.8385 3.7364
C -0.9382 -0.8062 1.8192
C 2.5928 3.9662 -4.5552
C -5.0101 -0.9063 -6.8580
C -1.9723 7.0762 -1.2471
C -4.2447 -1.6571 3.0796
C -0.1243 -3.9370 4.9673
C -3.9399 -1.8374 5.8109
C -1.7657 4.6734 -1.1575
C -0.6112 2.0877 7.9322
C 3.0200 5.9308 1.3275
C -3.4790 -5.1063 -0.5021
C 2.7912 -0.4465 -7.1351
C -4.0819 -0.5790 5.2614
C 1.5960 4.1756 0.5901
C -2.9323 -2.4653 -0.5759
C -5.0622 0.4480 -7.1761
C 3.3641 -1.7186 -6.7835
C -3.3420 0.8822 -5.7644
C 3.1703 0.3255 4.5192
C 4.9823 5.0437 -3.8263
C 3.2182 1.9866 2.8004
C -0.0677 0.1794 1.0642
C -6.0620 2.5766 1.1586
C -4.5477 -4.2278 -0.4284
C -0.4377 0.8899 -2.6314
C 3.3513 2.6321 5.0785
C -4.2628 -0.4752 3.8615
C 1.7429 -3.6895 -3.0534
C -3.5161 1.6259 0.6883
Li 3.6813 -0.1791 -0.7009
H -4.1205 -3.7095 3.1012
H 1.6042 -3.3787 3.8348
H 2.3959 -5.4297 2.0259
H 2.1979 -6.6194 6.3290
H -0.7909 -3.1608 4.6217
H 0.9815 5.6534 2.0633
H 0.6037 -4.1608 0.6787
H -1.7660 3.7284 -0.6347
H 3.5934 4.0165 3.3675
H 2.5046 2.9268 -0.9117
H 0.7120 3.5571 0.6377
H -4.1179 -2.3225 -5.4988
H 2.4929 -6.9617 -2.6180
H -5.7437 0.7602 -7.9536
H -2.4951 1.3362 0.4884
H -0.8896 -1.7403 1.2595
H -1.6873 7.8201 -3.3193
H 1.2189 -1.9428 -0.2001
H -2.7160 1.7002 -5.4400
H 4.6870 -4.4544 2.0526
H -2.5551 -0.5403 -4.4386
H 0.5213 -7.2094 -4.0181
H 5.1720 -2.4891 0.9958
H -5.5867 -4.5226 -0.4380
H 3.4254 1.0828 6.5012
H -1.9093 -0.3234 1.9275
H 2.5900 -0.2015 -8.1675
H -0.3357 2.4060 8.9268
H 3.0620 -0.1762 2.4056
H -4.4764 -1.5922 2.0268
H 1.6150 3.5851 -4.8105
H 0.3515 1.7841 -1.0414
H -6.7704 1.1801 -0.2454
H -0.1149 -6.5113 7.1128
H -0.9162 -3.0467 -0.7965
H 2.9792 2.6179 -2.9733
H -7.0399 2.9475 1.4278
H -0.5937 4.0550 7.1291
H 5.9765 5.3983 -3.5978
H -0.8747 0.6674 4.2989
H 4.9325 5.9674 0.2666
H -0.2257 -0.0024 8.4626
H -0.4546 -0.8125 6.2184
H 3.2367 2.1908 1.7401
H 2.3630 0.9541 -4.1454
H -0.5773 -1.1181 2.7993
H -1.5097 -4.6883 6.4874
H 3.6385 -1.2427 -3.4250
H -0.0206 -2.9673 -4.0769
H 2.4463 5.3850 -6.1430
H -2.6853 -1.4174 -0.6612
H 0.9883 -0.0115 1.2553
H 4.7403 6.4456 -5.4122
H -4.3351 0.5340 3.4839
H 3.4747 3.2862 5.9289
H -0.1541 1.2093 1.4107
H 3.1143 6.8321 1.9149
H -5.7357 -1.5681 -7.3074
H -5.1120 -2.1560 -0.6361
H 1.9761 -2.7235 -2.6305
H -3.8109 -1.9275 6.8794
H -4.4251 0.2781 -0.7819
H 4.1339 -2.8823 -5.0813
H -4.1341 0.3351 5.8341
H -3.8604 -6.1105 -0.3905
H -2.9752 2.9403 2.2870
H -2.2193 5.9938 0.5365
H 1.9601 1.3738 -6.4163
H -1.3659 3.7090 -2.9652
H 3.1798 -4.5825 -1.8314
H -2.1720 7.9934 -0.7130
*
```

Properties
⟨S²⟩   0.77
HOMO energy (alpha / beta)   -2.345 / -5.950 eV